{
  "formula": "C38H33Br2F4N5PSn",
  "method": "ωB97M-V with the def2-TZVPD basis set",
  "homo_energy_ev": -10.23,
  "e_above_lowest_kcal_mol": 12.9,
  "total_charge": 1,
  "multiplicity": 1,
  "fmax_ev_per_a": 0.468,
  "e_tot_ev": -213462.4833,
  "elements": ["Sn", "C", "N", "C", "C", "C", "N", "C", "C", "F", "C", "F", "C", "C", "F", "C", "F", "H", "H", "H", "H", "H", "H", "H", "H", "H", "H", "H", "N", "C", "C", "C", "C", "C", "C", "P", "C", "C", "C", "C", "C", "C", "C", "C", "C", "C", "C", "C", "H", "H", "H", "H", "H", "H", "H", "H", "H", "H", "H", "H", "H", "H", "H", "H", "Br", "C", "C", "C", "N", "C", "C", "C", "C", "C", "Br", "C", "C", "N", "H", "H", "H", "H", "H", "H"],
  "coordinates": [[-0.34040, -0.05095, 0.19753], [-3.48191, 1.78935, 0.20793], [-2.78061, 0.67289, 0.84941], [-3.57092, -0.55780, 0.68478], [-2.53818, 0.99360, 2.26127], [-1.81628, -0.11031, 3.02498], [-0.86656, -0.84105, 2.18448], [-0.28058, -1.96290, 2.72891], [0.40417, -2.87402, 1.90695], [0.49191, -2.58940, 0.57795], [0.99218, -4.03212, 2.35718], [1.59940, -4.82220, 1.46316], [0.96263, -4.37774, 3.69162], [0.33542, -3.48835, 4.53518], [0.30787, -3.73091, 5.84967], [-0.25888, -2.32219, 4.08614], [-0.79133, -1.50290, 5.01608], [-4.47378, 1.92914, 0.64970], [-3.60123, 1.59074, -0.85768], [-2.92039, 2.70915, 0.33725], [-4.54156, -0.46285, 1.18345], [-3.03088, -1.40587, 1.10192], [-3.73919, -0.73924, -0.37693], [-3.47830, 1.21847, 2.77926], [-1.93964, 1.91031, 2.26324], [-2.54206, -0.81457, 3.44268], [-1.34812, 0.39052, 3.87697], [1.40983, -5.28943, 4.05914], [2.50587, -0.49075, -0.94318], [3.09548, -0.35509, -2.26037], [4.47496, -0.34849, -2.42456], [5.02958, -0.26067, -3.69259], [4.20102, -0.19847, -4.80416], [2.82337, -0.20040, -4.63915], [2.25195, -0.26692, -3.36892], [0.44602, -0.13312, -3.08884], [-0.18880, 0.25492, -4.75900], [-0.71971, -0.68630, -5.63839], [-1.24053, -0.29014, -6.86533], [-1.23494, 1.04901, -7.22663], [-0.69934, 1.99646, -6.36231], [-0.18777, 1.60113, -5.13496], [-0.06197, -1.86624, -2.82690], [0.83452, -2.92320, -2.71474], [0.38415, -4.20310, -2.40185], [-0.96562, -4.43663, -2.19478], [-1.87300, -3.38694, -2.29853], [-1.42164, -2.11187, -2.60206], [2.47842, -1.47071, -0.67484], [3.08855, -0.02114, -0.25802], [5.11667, -0.41796, -1.55336], [6.10558, -0.25492, -3.81135], [4.62571, -0.14580, -5.79844], [2.18100, -0.13469, -5.50846], [-0.72558, -1.73532, -5.36861], [-1.64595, -1.03208, -7.54194], [-1.64873, 1.35560, -8.17890], [-0.68706, 3.04217, -6.64366], [0.23504, 2.34416, -4.46432], [1.89209, -2.75528, -2.88412], [1.09261, -5.01844, -2.32551], [-1.31395, -5.43391, -1.95786], [-2.92991, -3.56687, -2.14405], [-2.13393, -1.29612, -2.69454], [-0.61889, 7.10171, -0.30922], [-0.32968, 5.25800, -0.29105], [-0.79732, 4.47109, -1.32972], [-0.58339, 3.10729, -1.24385], [0.07072, 2.53457, -0.23313], [0.56608, 3.31013, 0.73206], [0.35981, 4.68084, 0.76234], [1.36087, 2.59601, 1.77702], [2.26145, 3.26709, 2.58717], [2.94853, 2.54082, 3.54590], [4.17644, 3.40137, 4.65922], [2.73132, 1.18218, 3.66956], [1.83963, 0.59226, 2.79193], [1.17197, 1.27390, 1.86058], [-1.31720, 4.90020, -2.17472], [-0.94300, 2.43723, -2.01809], [0.70555, 5.28772, 1.58712], [2.44679, 4.32515, 2.47058], [3.24036, 0.59366, 4.41908], [1.65069, -0.47396, 2.83824]]
}